[1]
Below is a structure of composition C3H6MnO3 at a distorted geometry, with properties calculated with ωB97M-V/def2-TZVPD.

Each line ends with the natural charge from an NBO analysis.
Positions of all 13 atoms, in Å:
C -1.324 1.117 -0.573  -0.24
O -0.457 0.116 -0.073  -0.64
C 0.918 0.138 -0.381  -0.18
C 1.344 -1.170 -0.557  0.20
O 0.679 -2.152 -0.016  -0.85
H -2.328 0.734 -0.358  0.19
H -1.184 2.065 -0.037  0.19
H -1.073 1.260 -1.634  0.19
H 0.771 0.283 2.221  0.47
H 2.115 -1.377 -1.311  0.16
Mn -0.708 -1.444 1.186  1.53
O 0.013 -0.508 2.587  -1.22
H 1.232 0.936 -1.055  0.19

Its spin multiplicity is 6. The energy above the lowest of the compared OMol25 structures with the same formula, charge and spin is 144.5 kJ/mol. As for the expectation value of S²: 8.760. The LUMO energy (spin up / spin down) is -0.56 / -0.82 eV. The net charge is 0. The gap between HOMO and LUMO (spin up / spin down) is 7.1014 / 7.0284 eV. The value obtained for the molecular weight is 145.0 g/mol.



[2]
Below is a cluster of 2 separate species, C9H11N4 in total at a distorted geometry, with properties calculated with ωB97M-V/def2-TZVPD.

Each line ends with the natural charge from an NBO analysis.
Positions of all 24 atoms, in Å:
C 1.390 -4.905 1.568  0.35
C -0.523 -1.942 1.998  -0.32
C 0.852 -1.994 -0.094  -0.33
C -1.192 -0.782 1.643  -0.18
C 0.226 -0.794 -0.371  -0.26
C 0.375 -2.471 1.077  0.47
C -0.782 -0.175 0.427  0.22
C -0.993 1.988 -0.559  0.64
C 0.884 3.508 -1.185  -0.40
N 1.766 -5.708 0.822  -0.64
N -1.389 0.935 0.014  -0.58
N -1.750 2.785 -1.316  -0.78
N 0.285 2.395 -0.451  -0.59
H -0.721 -2.241 3.013  0.30
H 1.647 -2.325 -0.716  0.29
H -1.986 -0.552 2.278  0.25
H 0.321 -0.432 -1.437  0.26
H 0.636 4.346 -0.534  0.21
H 0.279 3.688 -2.012  0.19
H 1.845 3.324 -1.405  0.22
H 2.013 -6.455 0.262  0.46
H -2.661 2.448 -1.419  0.42
H -1.424 3.744 -1.469  0.41
H 0.903 1.615 -0.133  0.40

The energy above the lowest of the compared OMol25 structures with the same formula, charge and spin is 542.5 kJ/mol. The LUMO energy (spin up / spin down) is -5.90 / -5.90 eV. The net charge is +1. The gap between HOMO and LUMO (spin up / spin down) is 5.8169 / 5.8213 eV. The value obtained for the molecular weight is 175.2 g/mol.